One molecule with the formula C3H5NO2S2 in a non-equilibrium geometry, computed with wB97M-V/def2-TZVPD.

Atoms and positions in Å:
C  1.675  0.918  -0.231
O  2.243  2.020  0.131
H  -2.964  -0.062  0.800
H  -0.288  -2.233  0.608
H  0.426  -1.734  -0.927
N  -1.939  -0.348  0.832
O  -1.551  -0.290  -1.371
H  -1.474  -0.082  1.699
C  -1.269  -0.597  -0.251
S  2.347  3.397  -0.847
H  1.247  0.711  -1.244
C  0.065  -1.311  -0.030
S  1.483  -0.390  0.832

Results
relative energy (zero: lowest compared OMol25 entry of this formula, charge and spin)	3.465	eV
max |F|	5.489	eV Å⁻¹
energy	-30444.645	eV
spin multiplicity	1
total charge	0
LUMO energy (spin up / spin down)	-0.034 / -0.034	Eh